Entry 1:
The following is a DFT calculation (the ωB97M-V functional and the def2-TZVPD basis) of a single C20H23N3O4 molecule.

Cartesian coordinates (Å):
1 C -7.7092 -2.4945 0.2109
2 O -6.7602 -2.0550 -0.7331
3 C -5.8099 -1.1731 -0.3426
4 C -5.6824 -0.6479 0.9411
5 C -4.6662 0.2449 1.2175
6 C -3.7513 0.6267 0.2404
7 C -2.6928 1.5786 0.6341
8 O -2.7432 2.2944 1.6215
9 N -1.6152 1.6421 -0.1948
10 N -0.5480 2.4603 0.1666
11 C 0.6380 2.3600 -0.4581
12 O 0.7906 1.5870 -1.3932
13 C 1.6970 3.3001 0.0801
14 C 3.0765 3.0340 -0.5302
15 C 3.6703 1.7494 0.0474
16 O 4.3291 1.7500 1.0660
17 N 3.3642 0.6517 -0.6850
18 C 3.6529 -0.6855 -0.3399
19 C 2.5996 -1.5936 -0.3353
20 C 2.8098 -2.9195 -0.0152
21 C 4.0844 -3.3676 0.3056
22 C 4.3260 -4.7964 0.6897
23 C 5.1320 -2.4589 0.2679
24 C 4.9505 -1.1224 -0.0618
25 C 6.1239 -0.2004 -0.1474
26 C -3.8906 0.1082 -1.0485
27 C -4.9056 -0.7755 -1.3335
28 H -7.2319 -3.0169 1.0457
29 H -8.3564 -3.1871 -0.3243
30 H -8.3078 -1.6627 0.5945
31 H -6.3670 -0.9248 1.7267
32 H -4.5620 0.6630 2.2072
33 H -1.3830 0.9855 -0.9274
34 H -0.7535 3.0077 0.9957
35 H 1.7509 3.2000 1.1663
36 H 1.3834 4.3221 -0.1488
37 H 3.7439 3.8552 -0.2679
38 H 2.9941 2.9652 -1.6151
39 H 2.5827 0.7648 -1.3254
40 H 1.6075 -1.2444 -0.5859
41 H 1.9783 -3.6095 -0.0123
42 H 5.2978 -5.1340 0.3362
43 H 4.3105 -4.8976 1.7754
44 H 3.5557 -5.4449 0.2789
45 H 6.1320 -2.8043 0.4913
46 H 7.0553 -0.7602 -0.1221
47 H 6.0817 0.3829 -1.0667
48 H 6.1085 0.5023 0.6851
49 H -3.2268 0.4122 -1.8436
50 H -5.0294 -1.1796 -2.3257

Relative energy (zero: lowest compared OMol25 entry of this formula, charge and spin)   2.366 eV
SMILES string   COc1ccc(C(=O)NNC(=O)CCC(=O)Nc2ccc(C)cc2C)cc1
Total charge   0
HOMO-LUMO gap   0.3240 hartree

---

Entry 2:
The following is a DFT calculation (the ωB97M-V functional and the def2-TZVPD basis) of C20H23N4O9P2V as an isolated structure at a distorted geometry.

Cartesian coordinates (Å):
1 V 0.8236 -0.6349 0.0885
2 C -1.0048 0.2041 2.8659
3 N -0.9455 1.3441 1.9800
4 C -2.2059 1.9593 1.6113
5 C -2.8047 1.7940 0.2104
6 C -4.0708 2.3419 -0.0078
7 C -4.6585 2.2077 -1.2509
8 C -3.9668 1.5325 -2.2463
9 C -2.7078 1.0368 -1.9481
10 N -2.1368 1.1667 -0.7435
11 C 0.2254 2.1806 1.9611
12 C 0.8496 2.3841 0.6018
13 C 1.3063 3.6481 0.2646
14 C 1.9379 3.8672 -0.9444
15 C 2.0675 2.7932 -1.8021
16 C 1.5732 1.5611 -1.4143
17 N 0.9805 1.3295 -0.2263
18 C -1.3503 -1.0820 2.1469
19 C -2.1426 -2.0501 2.7386
20 C -2.5621 -3.1476 2.0004
21 C -2.2417 -3.1836 0.6525
22 C -1.4299 -2.1958 0.1338
23 N -0.8987 -1.2020 0.8861
24 H -1.7569 0.3673 3.6453
25 H -0.0383 0.0710 3.3524
26 H -2.1133 3.0433 1.7631
27 H -2.9702 1.6009 2.3098
28 H -4.5796 2.8645 0.7975
29 H -5.6429 2.6200 -1.4399
30 H -4.3887 1.3905 -3.2343
31 H -2.1169 0.5062 -2.6901
32 H 1.0004 1.7319 2.5801
33 H -0.0041 3.1659 2.3849
34 H 1.1696 4.4563 0.9743
35 H 2.3068 4.8514 -1.2112
36 H 2.5387 2.8947 -2.7714
37 H 1.6254 0.7176 -2.0858
38 H -2.4455 -1.9199 3.7709
39 H -3.1635 -3.9284 2.4532
40 H -2.6275 -3.9558 -0.0013
41 H -1.1953 -2.1809 -0.9172
42 O 2.1225 -2.0226 -3.5493
43 P 0.7008 -2.2248 -2.8114
44 O -0.2482 -2.9056 -3.7049
45 O 0.3074 -0.9070 -2.1582
46 O 1.0535 -3.2376 -1.5457
47 P 2.2765 -2.9698 -0.5106
48 O 1.4650 -3.1959 0.8895
49 O 3.3574 -3.9542 -0.6772
50 O 2.5918 -1.4832 -0.5624
51 H 2.8050 -1.7430 -2.9107
52 H 1.4778 -4.1443 1.0882
53 C 2.9963 -1.1497 3.7412
54 O 1.8877 -1.1604 2.8393
55 C 1.9601 -0.2992 1.7243
56 O 2.8834 0.5148 1.7491
57 H 2.6921 -1.7210 4.6179
58 H 3.2680 -0.1339 4.0245
59 H 3.8642 -1.6156 3.2726

Relative energy (zero: lowest compared OMol25 entry of this formula, charge and spin)   1.754 eV
Spin multiplicity   4
Total charge   -1
HOMO-LUMO gap (alpha / beta)   0.2144 / 0.2774 hartree

---

Entry 3:
The following is a DFT calculation (the ωB97M-V functional and the def2-TZVPD basis) of C20H23N7O4PbS2 as an isolated structure at a distorted geometry.

Cartesian coordinates (Å):
1 Pb 0.0429 0.2563 -0.5022
2 N -2.0102 1.0532 2.8968
3 C -0.7410 0.9037 3.1356
4 N 0.2000 0.6007 2.2518
5 C 1.4266 0.5922 2.8076
6 C 1.4343 0.8541 4.2067
7 S -0.0807 1.1422 4.8145
8 C 2.6082 0.3984 2.0188
9 C 3.9310 0.4352 2.5318
10 S 5.0839 0.2926 1.3404
11 C 3.7468 0.1601 0.1424
12 N 2.5401 0.2318 0.6768
13 N 4.0086 0.0004 -1.1314
14 H -2.4340 1.0309 1.9261
15 H -2.6478 1.2913 3.6508
16 H 2.3021 0.8857 4.8539
17 H 4.2235 0.5462 3.5684
18 H 4.9605 -0.0090 -1.4828
19 H 3.2517 -0.1049 -1.8013
20 O -0.4442 -3.4091 -6.6468
21 C 0.0838 -2.1181 -6.6866
22 C 0.3048 -1.6307 -5.2939
23 C 0.8901 -0.3894 -5.0467
24 C 0.9999 0.0361 -3.7415
25 N 0.5934 -0.6959 -2.6929
26 C 0.0744 -1.9190 -2.9130
27 C -0.0841 -2.4033 -4.2021
28 C -0.3099 -2.7116 -1.7177
29 C -0.6338 -4.0557 -1.8112
30 C -0.9473 -4.7891 -0.6708
31 C -1.2576 -6.2456 -0.7591
32 O -1.3687 -6.6098 -2.1011
33 C -0.9441 -4.1232 0.5545
34 C -0.6321 -2.7840 0.5770
35 N -0.3093 -2.0854 -0.5218
36 H -0.6054 -3.7425 -7.5332
37 H -0.5876 -1.4108 -7.1968
38 H 1.0303 -2.0645 -7.2433
39 H 1.2442 0.2395 -5.8530
40 H 1.4133 1.0168 -3.5219
41 H -0.5171 -3.3729 -4.3980
42 H -0.6457 -4.5721 -2.7596
43 H -2.1664 -6.4649 -0.1822
44 H -0.4517 -6.7965 -0.2487
45 H -1.5901 -7.5400 -2.1924
46 H -1.1915 -4.6383 1.4733
47 H -0.6350 -2.2392 1.5146
48 N -5.5702 1.7615 -0.7149
49 C -4.5143 1.0973 -1.5366
50 C -3.2688 0.8365 -0.6507
51 O -3.3624 1.1562 0.5595
52 O -2.2820 0.3314 -1.2259
53 H -5.8247 2.6881 -1.0596
54 H -5.1405 1.8451 0.2275
55 H -6.4288 1.2145 -0.6364
56 H -4.2165 1.7246 -2.3729
57 H -4.8701 0.1504 -1.9352

Total charge   +4
HOMO-LUMO gap (alpha / beta)   0.1484 / 0.1428 hartree

---

Entry 4:
The following is a DFT calculation (the ωB97M-V functional and the def2-TZVPD basis) of a 2-piece molecular cluster, C20H23NO2 overall at a distorted geometry.

Cartesian coordinates (Å):
1 C -5.5358 -0.9185 2.5833
2 C -4.1268 -0.4190 2.5684
3 C -3.8772 0.9572 2.4759
4 C -2.5814 1.4303 2.4486
5 C -1.4502 0.5506 2.5326
6 C -0.1631 1.1356 2.4263
7 C 1.1272 0.5459 2.3999
8 C 2.2547 1.4248 2.5186
9 C 3.5484 0.9496 2.5628
10 C 3.7981 -0.4294 2.5165
11 C 5.2020 -0.9336 2.6099
12 C 2.7188 -1.3142 2.3812
13 C 1.4205 -0.8425 2.2488
14 C -1.7405 -0.8325 2.7386
15 C -3.0441 -1.3037 2.6739
16 H -5.5692 -2.0117 2.5855
17 H -6.0820 -0.5643 3.4683
18 H -6.0909 -0.5585 1.7084
19 H -4.7204 1.6504 2.4160
20 H -2.3954 2.5029 2.3822
21 H -0.1611 2.2288 2.4192
22 H 2.0660 2.4959 2.5867
23 H 4.3898 1.6415 2.6551
24 H 5.2280 -2.0264 2.6438
25 H 5.8043 -0.6076 1.7515
26 H 5.7018 -0.5494 3.5082
27 H 2.9193 -2.3893 2.3729
28 H 0.6258 -1.5413 2.0021
29 H -0.9385 -1.5250 2.9756
30 H -3.2463 -2.3775 2.7276
31 O 1.0145 1.3980 -3.7987
32 C 1.7687 1.3222 -2.8402
33 C 0.8336 1.8601 -1.4300
34 C 0.4949 3.3703 -1.5431
35 C -1.0324 3.4585 -1.2927
36 C -1.5450 2.0036 -1.2262
37 N -0.3680 1.1860 -1.3979
38 O 2.8899 1.0569 -2.4549
39 H 1.5276 1.6483 -0.6055
40 H 1.0889 3.9366 -0.8187
41 H 0.7340 3.7005 -2.5649
42 H -1.2250 3.9983 -0.3577
43 H -1.5314 3.9734 -2.1185
44 H -2.0380 1.8245 -0.2573
45 H -2.2889 1.7781 -2.0051
46 H -0.4851 0.2479 -1.7407

Relative energy (zero: lowest compared OMol25 entry of this formula, charge and spin)   4.802 eV
Total charge   0
HOMO-LUMO gap   0.1097 hartree

---

Entry 5:
The following is a DFT calculation (the ωB97M-V functional and the def2-TZVPD basis) of a single C20H23NO5 molecule.

Cartesian coordinates (Å):
1 C -3.3540 8.2552 -1.5047
2 C -2.2578 7.7178 -2.4142
3 O -1.9482 6.3590 -2.1141
4 C -1.1006 6.1422 -1.0964
5 O -0.5868 7.0300 -0.4565
6 C -0.8592 4.7031 -0.8594
7 C -1.4734 3.7076 -1.6161
8 C -1.2199 2.3752 -1.3653
9 C -0.3409 2.0120 -0.3446
10 N -0.0300 0.6906 -0.0477
11 C -0.5325 -0.4652 -0.5954
12 O -1.4074 -0.4930 -1.4353
13 C 0.0792 -1.7016 -0.0432
14 C -0.6954 -2.8491 -0.0070
15 C -0.1856 -4.0365 0.4909
16 C 1.1222 -4.1141 0.9432
17 O 1.7639 -5.1862 1.4580
18 C 1.2257 -6.5028 1.5087
19 C 0.9311 -7.0852 0.1261
20 C 0.0508 -6.6441 2.4788
21 C 1.9294 -2.9467 0.8802
22 O 3.2084 -3.1110 1.3173
23 C 4.0832 -2.0128 1.2716
24 C 1.4044 -1.7635 0.4007
25 C 0.2745 3.0107 0.4160
26 C 0.0177 4.3384 0.1617
27 H -3.6106 9.2681 -1.8016
28 H -3.0063 8.2666 -0.4746
29 H -4.2399 7.6280 -1.5721
30 H -1.3500 8.3212 -2.3068
31 H -2.5798 7.7114 -3.4579
32 H -2.1528 3.9864 -2.4058
33 H -1.6971 1.6065 -1.9495
34 H 0.6241 0.5752 0.7140
35 H -1.7111 -2.8021 -0.3671
36 H -0.8302 -4.8974 0.5152
37 H 2.0738 -7.0576 1.9328
38 H 1.7834 -6.9198 -0.5288
39 H 0.0547 -6.6366 -0.3313
40 H 0.7639 -8.1551 0.2179
41 H -0.8777 -6.2618 2.0661
42 H -0.0889 -7.6952 2.7174
43 H 0.2693 -6.1049 3.3975
44 H 4.2210 -1.6458 0.2488
45 H 5.0350 -2.3814 1.6503
46 H 3.7372 -1.1921 1.9097
47 H 2.0396 -0.8945 0.3207
48 H 0.9560 2.7340 1.2090
49 H 0.4878 5.1170 0.7430

Relative energy (zero: lowest compared OMol25 entry of this formula, charge and spin)   0.887 eV
SMILES string   CCOC(=O)c1ccc(NC(=O)c2ccc(OC(C)C)c(OC)c2)cc1
Total charge   0
HOMO-LUMO gap   0.3197 hartree

---

The lowest total charge belongs to which entry? C20H23N4O9P2V

---

Copy entry 2 word for word.
The following is a DFT calculation (the ωB97M-V functional and the def2-TZVPD basis) of C20H23N4O9P2V as an isolated structure at a distorted geometry.

Cartesian coordinates (Å):
1 V 0.8236 -0.6349 0.0885
2 C -1.0048 0.2041 2.8659
3 N -0.9455 1.3441 1.9800
4 C -2.2059 1.9593 1.6113
5 C -2.8047 1.7940 0.2104
6 C -4.0708 2.3419 -0.0078
7 C -4.6585 2.2077 -1.2509
8 C -3.9668 1.5325 -2.2463
9 C -2.7078 1.0368 -1.9481
10 N -2.1368 1.1667 -0.7435
11 C 0.2254 2.1806 1.9611
12 C 0.8496 2.3841 0.6018
13 C 1.3063 3.6481 0.2646
14 C 1.9379 3.8672 -0.9444
15 C 2.0675 2.7932 -1.8021
16 C 1.5732 1.5611 -1.4143
17 N 0.9805 1.3295 -0.2263
18 C -1.3503 -1.0820 2.1469
19 C -2.1426 -2.0501 2.7386
20 C -2.5621 -3.1476 2.0004
21 C -2.2417 -3.1836 0.6525
22 C -1.4299 -2.1958 0.1338
23 N -0.8987 -1.2020 0.8861
24 H -1.7569 0.3673 3.6453
25 H -0.0383 0.0710 3.3524
26 H -2.1133 3.0433 1.7631
27 H -2.9702 1.6009 2.3098
28 H -4.5796 2.8645 0.7975
29 H -5.6429 2.6200 -1.4399
30 H -4.3887 1.3905 -3.2343
31 H -2.1169 0.5062 -2.6901
32 H 1.0004 1.7319 2.5801
33 H -0.0041 3.1659 2.3849
34 H 1.1696 4.4563 0.9743
35 H 2.3068 4.8514 -1.2112
36 H 2.5387 2.8947 -2.7714
37 H 1.6254 0.7176 -2.0858
38 H -2.4455 -1.9199 3.7709
39 H -3.1635 -3.9284 2.4532
40 H -2.6275 -3.9558 -0.0013
41 H -1.1953 -2.1809 -0.9172
42 O 2.1225 -2.0226 -3.5493
43 P 0.7008 -2.2248 -2.8114
44 O -0.2482 -2.9056 -3.7049
45 O 0.3074 -0.9070 -2.1582
46 O 1.0535 -3.2376 -1.5457
47 P 2.2765 -2.9698 -0.5106
48 O 1.4650 -3.1959 0.8895
49 O 3.3574 -3.9542 -0.6772
50 O 2.5918 -1.4832 -0.5624
51 H 2.8050 -1.7430 -2.9107
52 H 1.4778 -4.1443 1.0882
53 C 2.9963 -1.1497 3.7412
54 O 1.8877 -1.1604 2.8393
55 C 1.9601 -0.2992 1.7243
56 O 2.8834 0.5148 1.7491
57 H 2.6921 -1.7210 4.6179
58 H 3.2680 -0.1339 4.0245
59 H 3.8642 -1.6156 3.2726

Relative energy (zero: lowest compared OMol25 entry of this formula, charge and spin)   1.754 eV
Spin multiplicity   4
Total charge   -1
HOMO-LUMO gap (alpha / beta)   0.2144 / 0.2774 hartree